# C18H24N6OS

An isolated molecule of C18H24N6OS (ωB97M-V/def2-TZVPD, OMol25).

## Properties
Structure (SMILES)   C[C@H]1CCCc2sc3nc(N4CCN(CCO)CC4)n4ncnc4c3c21
Relative energy (zero: lowest compared OMol25 entry of this formula, charge and spin)   0.989 eV
Largest force on an atom   2.62 eV Å⁻¹
Highest occupied orbital energy   -7.9 eV
Molecular weight   372.50 Da
Frontier orbital gap   8.51 eV

Element x y z (Å)
N 0.7779 1.1520 2.0075
N -1.4649 1.4227 2.1860
N -0.1587 -0.6293 -1.0997
O 7.5789 -0.8817 -0.5881
S -2.7890 -1.2347 -1.9365
C -0.2175 1.5728 2.7524
C -1.1982 0.8418 1.0666
C 0.6643 -0.0785 -0.2287
C -1.5470 -0.4990 -0.9145
C -2.1221 0.2350 0.1329
C -4.0835 -0.5788 -0.9140
C -3.5871 0.1625 0.1056
N 0.1529 0.6210 0.9098
N 2.0195 -0.1952 -0.4896
N 4.8073 -0.5217 -0.9152
C -4.5754 2.3622 0.6743
C 6.6993 -1.8239 0.0122
C -5.5297 -0.7875 -1.2330
C 5.4235 -1.0192 0.3391
C 2.9751 0.8490 0.0433
C 2.5301 -1.5266 -0.9131
C 4.2817 0.8459 -0.7779
C 3.8717 -1.4211 -1.6420
C -6.5016 0.0681 -0.4335
C -5.9644 0.2188 0.9860
C -4.5494 0.8664 1.0480
H 6.9264 -0.2846 -1.0245
H 0.0057 2.0871 3.6863
H -5.2086 2.8932 1.3752
H -3.5817 2.8009 0.6892
H -4.9427 2.4938 -0.3616
H 6.4443 -2.6189 -0.6674
H 7.1667 -2.2738 0.9152
H -5.6867 -0.5433 -2.2872
H -5.7627 -1.8400 -1.0913
H 5.7669 -0.1780 1.0032
H 4.6758 -1.6246 0.9010
H 2.5163 1.8090 -0.0159
H 3.2567 0.6746 1.1154
H 2.7069 -2.1370 -0.0121
H 1.8505 -2.0472 -1.5930
H 5.0307 1.5261 -0.3005
H 4.0495 1.1868 -1.8123
H 3.7312 -0.9687 -2.6252
H 4.3243 -2.4033 -1.8239
H -7.4850 -0.4219 -0.3451
H -6.5880 1.0571 -0.9261
H -6.5906 0.8226 1.5914
H -5.9085 -0.7896 1.3989
H -4.1910 0.7586 2.0323